Record 1
This record from the Open Molecules 2025 dataset describes C46H56BN7OPS3Ta as an isolated structure in a non-equilibrium geometry. The level of theory is wB97M-V/def2-TZVPD.

Results
* LUMO energy: -5.682 eV
* Kohn-Sham gap: 6.477 eV
* E_HOMO: -0.44682 hartree

```
! wB97M-V def2-TZVPD RIJCOSX def2/J DEFGRID3
* xyz 2 1
Ta 12.2196 12.8058 11.3468
C 12.0787 7.5455 12.9996
C 13.4067 7.4516 12.2308
C 14.6413 8.0354 13.0125
C 13.6252 5.9470 12.0555
N 13.3651 8.0380 10.8828
C 13.2140 7.2454 9.7377
C 13.0582 8.0949 8.6959
N 13.1411 9.4048 9.1950
B 12.8569 10.4883 8.0592
N 13.7170 11.8553 7.8673
C 13.7900 12.2356 6.5758
C 14.5995 13.3276 6.4661
N 15.0078 13.6565 7.7498
C 14.4474 12.7404 8.6205
S 14.5897 12.7186 10.3174
C 15.6577 14.9749 7.9639
C 14.5011 15.9068 8.2428
C 16.3410 15.4783 6.6961
C 16.7200 14.8337 9.0161
N 11.2665 10.7728 7.9416
C 10.6095 10.6461 6.6675
C 9.3235 10.6775 6.8894
N 9.1242 10.7892 8.3067
C 10.3349 10.9164 8.8695
S 10.6450 10.9142 10.6275
C 7.7271 10.8825 8.9074
C 7.4873 12.3782 9.1678
C 7.6693 10.0740 10.1679
C 6.6266 10.3864 7.8946
C 13.2443 9.3659 10.5501
S 13.3775 10.5328 11.8062
H 12.3314 7.0856 13.9864
H 11.2426 6.9490 12.5483
H 11.7296 8.5444 13.0982
H 15.0543 7.1780 13.5946
H 14.4284 8.8963 13.6764
H 15.3777 8.3319 12.2816
H 13.7114 5.5427 13.0649
H 14.5818 5.7665 11.5930
H 12.7319 5.4697 11.7026
H 13.2901 6.1674 9.7641
H 13.0060 7.9716 7.5973
H 13.0637 9.8763 7.1166
H 13.3995 11.6207 5.7820
H 14.8913 13.9145 5.6209
H 13.8598 15.9230 7.3035
H 14.8938 16.9228 8.5391
H 13.9041 15.4665 9.0773
H 15.6830 15.6467 5.8701
H 17.1943 14.8777 6.3748
H 16.8790 16.4100 7.0136
H 16.4132 14.2680 9.8576
H 17.0501 15.8374 9.3723
H 17.5813 14.3800 8.4912
H 11.1313 10.4659 5.7569
H 8.5131 10.6131 6.1646
H 8.2304 12.7865 9.8677
H 6.4545 12.4868 9.5869
H 7.5194 13.0573 8.2551
H 8.0835 10.7273 10.9787
H 8.2960 9.2216 10.1124
H 6.6490 9.7417 10.2475
H 6.7789 10.7629 6.8985
H 5.6319 10.6224 8.3414
H 6.7184 9.2931 7.7798
C 13.6261 9.6964 16.7168
C 12.5855 9.8967 15.7896
C 12.6624 10.9498 14.8606
C 13.8329 11.7185 14.7759
C 14.9166 11.4193 15.5766
C 14.7747 10.4088 16.5836
P 13.7015 13.1070 13.6011
C 15.2479 13.9782 13.3615
C 15.2479 15.3794 13.4271
C 16.3971 16.1082 13.0509
C 17.5916 15.4064 12.7061
C 17.6293 14.0276 12.7557
C 16.4268 13.3126 12.9468
C 12.5462 14.1905 14.4988
C 12.9221 14.7258 15.7554
C 11.9406 15.1763 16.6707
C 10.6265 15.0647 16.2844
C 10.2237 14.4163 15.0811
C 8.8362 14.1756 14.7982
C 8.4635 13.5642 13.6422
C 9.4329 13.1203 12.7016
C 10.8050 13.3040 12.8643
C 11.2211 13.9487 14.1274
H 13.4670 9.0137 17.5383
H 11.6454 9.2717 15.8593
H 11.8488 11.1895 14.2267
H 15.9094 11.8626 15.3894
H 15.6682 10.3615 17.2237
H 14.3799 15.9260 13.7335
H 16.5089 17.1723 13.1153
H 18.5202 15.9690 12.6081
H 18.5660 13.4734 12.6465
H 16.4252 12.2340 12.8543
H 13.9441 14.5724 16.0947
H 12.2400 15.6956 17.5632
H 9.8146 15.3294 16.9624
H 8.0523 14.4426 15.4773
H 7.4698 13.2907 13.3650
H 9.1958 12.7207 11.7307
N 11.4008 15.0624 7.9691
C 11.4927 14.6763 9.2233
O 11.5426 13.4640 9.5072
C 11.5683 15.6142 10.4036
C 12.5016 14.9786 11.4390
H 11.3440 14.2823 7.2881
H 11.2818 15.9863 7.6960
H 10.5512 15.6946 10.7919
H 11.7662 16.6266 9.9942
H 12.1721 15.2783 12.4497
H 13.5064 15.3164 11.2466
*
```



Record 2
This record from the Open Molecules 2025 dataset describes C46H56BrFGaNO2PSi as an isolated structure. The level of theory is wB97M-V/def2-TZVPD.

Results
* LUMO energy: 2.433 eV
* Kohn-Sham gap: 6.979 eV
* E_HOMO: -0.16705 hartree

```
! wB97M-V def2-TZVPD RIJCOSX def2/J DEFGRID3
* xyz -1 1
Ga 0.1350 0.1230 -0.7626
C -3.1299 3.3386 2.4872
C -2.7451 3.1143 3.9268
C -3.4663 3.7592 4.9280
C -3.1884 3.5581 6.2729
C -2.1830 2.6784 6.6342
C -1.4416 2.0358 5.6499
C -1.6788 2.2588 4.2932
P -0.6981 1.4150 2.9625
C 0.2933 0.2226 3.9583
C -0.4301 -0.9490 4.2026
C 0.1320 -2.0315 4.8570
C 1.4486 -1.9557 5.2859
C 2.1733 -0.7950 5.0638
C 1.6252 0.3019 4.3979
C 2.4857 1.5242 4.1912
C 0.4275 2.7506 2.4066
C 0.4281 4.0262 2.9704
C 1.1744 5.0615 2.4322
C 1.9407 4.8242 1.2990
C 1.9748 3.5586 0.7430
C 1.2339 2.4859 1.2659
C 1.3995 1.1449 0.6566
H -4.0579 3.9083 2.4157
H -3.2648 2.3869 1.9716
H -2.3561 3.8850 1.9468
H -4.2692 4.4350 4.6459
H -3.7674 4.0762 7.0299
H -1.9653 2.4958 7.6808
H -0.6556 1.3559 5.9503
H -1.4512 -1.0237 3.8446
H -0.4549 -2.9316 5.0007
H 1.9139 -2.7980 5.7849
H 3.1975 -0.7320 5.4173
H 3.4491 1.4003 4.6882
H 2.0043 2.4189 4.5861
H 2.6726 1.6969 3.1300
H -0.1577 4.2178 3.8622
H 1.1543 6.0421 2.8917
H 2.5291 5.6250 0.8651
H 2.5931 3.3744 -0.1312
H 1.4081 0.3605 1.4211
H 2.3426 1.1225 0.1213
Br -1.6091 -0.4874 -4.8479
C -2.5768 -1.2706 -3.4237
C -3.7698 -1.9132 -3.6952
C -4.4136 -2.5351 -2.6395
C -3.8590 -2.4703 -1.3730
C -2.6673 -1.7833 -1.1997
N -2.0299 -1.2131 -2.2231
C -2.0496 -1.7145 0.2084
O -2.6610 -2.3280 1.0761
O -0.9874 -1.0132 0.4172
H -4.1661 -1.9321 -4.6999
H -5.3366 -3.0769 -2.8120
H -4.3123 -2.9321 -0.5073
C 0.8954 -3.9798 -0.0260
C 2.0535 -2.9882 0.1450
C 1.8407 -2.2651 1.4860
C 3.3574 -3.7941 0.2491
Si 2.0453 -1.6817 -1.3229
C 1.8801 -2.6982 -3.0079
C 2.1590 -1.7650 -4.1930
C 0.4459 -3.2342 -3.1444
C 2.8106 -3.9158 -3.1239
C 3.8041 -0.7916 -1.3811
C 4.9018 -1.6308 -2.0519
C 4.3331 -0.4313 0.0181
C 3.6363 0.5209 -2.1703
H 0.7692 -4.5691 0.8923
H 1.0843 -4.6812 -0.8432
H -0.0503 -3.4685 -0.2161
H 1.8944 -2.9905 2.3103
H 0.8549 -1.8005 1.5312
H 2.6018 -1.5003 1.6682
H 3.2562 -4.5380 1.0511
H 4.2075 -3.1581 0.5018
H 3.5965 -4.3292 -0.6746
H 1.5927 -0.8352 -4.1164
H 1.8768 -2.2570 -5.1336
H 3.2198 -1.5126 -4.2645
H -0.2802 -2.5236 -2.7737
H 0.3103 -4.1618 -2.5851
H 0.2105 -3.4439 -4.1968
H 3.8668 -3.6410 -3.1400
H 2.5930 -4.4496 -4.0610
H 2.6545 -4.6193 -2.3021
H 4.9972 -2.6200 -1.5942
H 5.8683 -1.1197 -1.9419
H 4.7273 -1.7613 -3.1211
H 4.5944 -1.3191 0.5966
H 3.6225 0.1498 0.6049
H 5.2478 0.1687 -0.0857
H 3.4993 0.3347 -3.2384
H 4.5266 1.1556 -2.0574
H 2.7687 1.0913 -1.8238
F -3.6507 4.0025 -5.5270
C -3.0731 3.4358 -4.4343
C -1.8477 3.9007 -4.0034
C -1.2720 3.3246 -2.8817
C -1.8980 2.2872 -2.1761
C -1.2820 1.6900 -0.9758
C -3.1517 1.8722 -2.6412
C -3.7419 2.4348 -3.7664
H -1.3646 4.7110 -4.5373
H -0.3074 3.6753 -2.5288
H -2.0386 1.2331 -0.3396
H -0.7463 2.4472 -0.4035
H -3.6814 1.0967 -2.0971
H -4.7178 2.1169 -4.1154
*
```



Record 3
This record from the Open Molecules 2025 dataset describes C46H57Br2F4N4PS3Si2Ti as an isolated structure in a non-equilibrium geometry. The level of theory is wB97M-V/def2-TZVPD.

Results
* LUMO energy (alpha / beta): 0.063 / 0.068 eV
* Kohn-Sham gap (alpha / beta): 6.052 / 6.059 eV
* E_HOMO (alpha / beta): -0.22010 / -0.22017 hartree

```
! wB97M-V def2-TZVPD RIJCOSX def2/J DEFGRID3
* xyz 0 1
Ti 0.2519 0.6399 0.4617
C -5.3943 -1.9599 -0.4970
S -4.1841 0.2881 1.6748
C -2.4502 0.5960 1.7202
S -1.3543 -0.7510 1.6483
N -2.0818 1.8339 1.7691
N -0.7207 1.9370 1.6324
C -0.0892 2.9660 2.1849
C 1.3052 2.8651 2.1296
C 2.2016 3.8287 2.6570
C 3.5430 3.6218 2.5706
C 4.0177 2.4471 1.9404
C 3.1125 1.5578 1.4452
N 1.7716 1.7184 1.5415
H -6.1805 -1.7853 0.2400
H -5.1067 -0.9893 -0.8918
H -5.8161 -2.5639 -1.2997
H -0.6289 3.7464 2.7040
H 1.7942 4.7190 3.1176
H 4.2391 4.3477 2.9697
H 5.0757 2.2542 1.8334
H 3.4376 0.6651 0.9228
F 1.0233 -5.5344 -5.1346
C 0.3283 -4.7067 -4.3598
C -1.0058 -4.9586 -4.0991
F -1.5951 -6.0275 -4.6306
C -1.7156 -4.0851 -3.2942
F -3.0106 -4.3574 -3.1024
C -1.1308 -2.9711 -2.7087
P -2.0352 -1.8485 -1.5556
C -2.9868 -0.8364 -2.7280
C -4.1909 -1.0566 -3.2584
C -4.9716 0.0262 -3.8772
C -4.5014 1.2685 -3.9816
C -3.0748 1.5895 -3.6758
C -2.2913 0.4800 -2.9349
C -3.0415 -3.0039 -0.5328
C -4.2534 -2.7258 0.1427
C -4.6328 -3.5989 1.1691
C -3.8697 -4.6790 1.5708
C -2.6833 -4.9408 0.9080
C -2.2761 -4.0952 -0.1074
C 0.2100 -2.7164 -3.0165
Br 1.0857 -1.1267 -2.4664
C 0.9273 -3.5773 -3.8289
F 2.2052 -3.3448 -4.1321
H -4.6717 -2.0178 -3.1351
H -5.9862 -0.1981 -4.1830
H -5.1299 2.0617 -4.3715
H -2.5906 1.8849 -4.6120
H -1.3150 0.3060 -3.3938
H -4.0318 -1.0068 1.3258
H -5.5612 -3.3890 1.6894
H -4.2076 -5.3138 2.3792
H -2.0668 -5.7862 1.1844
H -1.3163 -4.2876 -0.5737
C 0.3526 6.1265 -3.5738
Si 0.8346 4.3404 -3.8827
C 0.4538 3.8931 -5.6653
C 2.6732 4.1659 -3.6172
C -0.3184 3.2584 -2.8309
C -1.6286 3.4791 -3.0133
C -2.7123 2.5850 -2.5232
C -2.1433 1.4042 -1.6913
N -0.7976 1.5313 -1.1789
C 0.0865 2.2482 -1.8228
S 1.7106 1.9031 -1.4107
H 0.9556 6.7954 -4.1922
H 0.5178 6.3944 -2.5282
H -0.6966 6.3191 -3.8051
H 1.0640 4.4774 -6.3576
H -0.5960 4.0728 -5.9080
H 0.6603 2.8358 -5.8477
H 3.1734 4.8391 -4.3200
H 3.0194 3.1505 -3.8072
H 2.9741 4.4346 -2.6050
H -1.9527 4.2986 -3.6529
H -3.5560 3.1240 -2.0889
H -2.8107 1.1065 -0.8823
C 4.0946 -4.7241 0.8326
C 4.4666 -3.5939 1.8029
C 5.4829 -4.1498 2.8161
C 5.1548 -2.5046 0.9645
Si 2.9228 -2.9376 2.7272
Br 1.7486 -1.8349 1.0659
C 1.6562 -4.2895 3.2325
C 0.9488 -4.9381 2.0306
C 2.3611 -5.4017 4.0292
C 0.5373 -3.6915 4.1005
C 3.2924 -1.6617 4.1061
C 4.5043 -0.7854 3.7612
C 2.1042 -0.7147 4.3447
C 3.6176 -2.3934 5.4212
H 4.9926 -5.0229 0.2832
H 3.3519 -4.4038 0.0989
H 3.7188 -5.6086 1.3460
H 6.3313 -4.5746 2.2704
H 5.0646 -4.9435 3.4370
H 5.8773 -3.3774 3.4761
H 6.0167 -2.9506 0.4582
H 5.5219 -1.6733 1.5617
H 4.4909 -2.1084 0.1950
H 1.6301 -5.3787 1.3063
H 0.3095 -4.2236 1.5123
H 0.3057 -5.7394 2.4097
H 3.0488 -5.9773 3.4082
H 1.6067 -6.0977 4.4090
H 2.9168 -5.0245 4.8890
H 0.0044 -2.8906 3.5828
H 0.8947 -3.3097 5.0553
H -0.1903 -4.4800 4.3189
H 4.3734 -0.2525 2.8217
H 5.4337 -1.3525 3.7166
H 4.6195 -0.0290 4.5440
H 1.8301 -0.1605 3.4470
H 2.3937 0.0167 5.1063
H 1.2143 -1.2277 4.7026
H 4.4714 -3.0675 5.3239
H 2.7744 -2.9660 5.8047
H 3.8760 -1.6483 6.1802
*
```



Results for ΔE to the lowest compared entry with this formula, charge and spin: 0.6771; 0.4709; 2.9441 (in eV, following the order of the records).